No. 1
{"formula": "C3H7IN2OS", "method": "ωB97M-V/def2-TZVPD", "homo_energy_ha": [-0.3028, -0.3127], "lumo_ev": [-1.52, -1.01], "charge": 0, "homo_lumo_gap_ev": [6.7, 7.5], "e_tot_ha": -998.966633, "multiplicity": 1, "relative_energy_kj_mol": 163.9, "elements": ["C", "C", "C", "N", "N", "O", "S", "I", "H", "H", "H", "H", "H", "H", "H"], "coordinates": [[-0.0184, -0.8606, -0.6338], [0.4124, 0.4896, -0.1740], [-0.2328, 0.9288, 1.0585], [1.0868, -1.3494, -1.3789], [2.5453, -0.5002, 0.7690], [1.2424, -2.6315, 0.8623], [2.1012, -1.8931, -0.0511], [4.0559, 0.4877, 0.0127], [-0.2046, -1.5407, 0.2619], [-0.9731, -0.7529, -1.2522], [0.8918, 1.2053, -0.8659], [-1.2800, 0.9188, 0.8685], [0.1637, 1.9098, 1.3807], [0.0057, 0.3209, 1.8603], [0.7961, -2.2882, -1.7145]], "forces_ev_per_a": [[-1.6, 1.5, 0.2], [0.5, -1.1, 0.8], [1.4, 2.7, -0.6], [0.0, -1.9, -0.1], [-3.8, -0.3, -0.7], [-0.7, -0.2, 0.8], [3.5, -0.5, -0.5], [1.2, 0.7, -0.8], [-0.5, 1.0, -1.0], [1.2, -0.1, 0.6], [-0.1, -0.7, 0.4], [-1.1, 0.3, 0.1], [-0.7, -0.2, -0.4], [0.2, -1.7, 1.4], [0.4, 0.6, -0.4]], "nbo_charge": [-0.4161, 0.2155, -0.7158, -0.7803, -1.0055, -0.9663, 1.4892, 0.3263, 0.2665, 0.2578, 0.2211, 0.2411, 0.2311, 0.2630, 0.3725]}

***

No. 2
{"formula": "C6H34O13", "method": "ωB97M-V/def2-TZVPD", "homo_energy_ha": -0.3874, "lumo_ev": -0.04, "charge": 0, "homo_lumo_gap_ev": 10.5, "e_tot_ha": -1227.029150, "multiplicity": 1, "relative_energy_kj_mol": 204.1, "elements": ["C", "C", "C", "C", "C", "C", "O", "O", "H", "H", "H", "H", "H", "H", "H", "H", "H", "H", "H", "H", "O", "H", "H", "O", "H", "H", "O", "H", "H", "O", "H", "H", "O", "H", "H", "O", "H", "H", "O", "H", "H", "O", "H", "H", "O", "H", "H", "O", "H", "H", "O", "H", "H"], "coordinates": [[-0.3670, 0.8742, -3.7025], [0.3248, 1.1077, -2.2342], [-0.2140, 1.9934, -1.2016], [1.8367, 1.3791, -2.4744], [2.9785, 0.7337, -1.5682], [2.7546, 1.5488, -0.3075], [2.9128, 2.7512, -0.2231], [2.3338, 0.8801, 0.8447], [0.2146, 1.4162, -4.4592], [-0.4124, -0.0030, -4.0707], [-1.2903, 1.4911, -3.8036], [0.2080, 0.1524, -1.6665], [0.5369, 2.3210, -0.5708], [-1.2324, 1.6055, -0.6971], [-0.6427, 2.9928, -1.5293], [2.0970, 1.0215, -3.4795], [1.8937, 2.4536, -2.4954], [3.0900, -0.3395, -1.6919], [3.9463, 1.0100, -1.9492], [2.0920, 1.4617, 1.6139], [-1.8469, 2.4031, 1.7998], [-2.4675, 2.2273, 2.4947], [-2.0968, 1.7822, 1.0250], [-0.0752, -2.1148, 3.3023], [-0.7820, -2.4533, 2.8104], [0.8191, -2.6402, 3.1474], [1.1315, 2.9344, 2.1717], [1.3998, 3.5035, 1.4930], [0.1849, 2.9371, 2.3530], [-0.2874, 1.2527, 4.5776], [-0.6985, 1.4750, 3.7476], [-0.3034, 0.2487, 4.5104], [-3.1966, -2.3332, -1.2060], [-4.0868, -1.8545, -1.1780], [-3.1183, -3.2451, -0.8193], [3.8189, -1.9859, -1.1188], [3.3347, -2.8948, -1.1259], [3.6675, -1.9446, -0.1708], [-2.6043, -2.0807, 1.6522], [-2.9710, -1.2246, 1.2241], [-2.5735, -2.7045, 0.9823], [0.6812, -2.3922, 0.3534], [0.8353, -1.8082, -0.3936], [0.2617, -1.7532, 0.8521], [-2.9673, 0.4022, 0.5315], [-2.9103, 0.4752, -0.4605], [-2.2001, -0.0176, 0.8992], [-1.5609, -4.5668, -0.7028], [-0.6982, -4.0524, -0.4647], [-1.4649, -4.4176, -1.6528], [-0.3901, -0.1190, 1.4268], [-0.1901, -0.4070, 2.3913], [0.2942, 0.5171, 1.2133]], "forces_ev_per_a": [[0.5, 8.8, 3.4], [0.7, -3.5, -1.6], [-5.7, 2.3, -0.5], [0.5, -1.2, -1.2], [-1.6, 2.0, -0.4], [0.6, 0.0, 3.1], [-0.1, -0.9, -0.8], [0.2, -0.8, -1.3], [0.5, 0.1, 0.3], [-0.7, -6.6, -1.8], [0.0, -1.1, 0.4], [0.5, -0.2, -0.9], [1.1, 0.1, 2.0], [2.8, 0.4, -0.7], [0.7, -0.8, -0.4], [-0.2, 0.2, 0.1], [0.6, 0.5, 0.0], [-1.1, 0.0, 1.1], [0.3, 0.9, -0.3], [0.3, 0.5, -0.9], [0.7, -0.3, -1.6], [-0.7, -0.2, 0.3], [0.2, 1.4, 2.2], [4.8, -0.1, 1.5], [-1.7, -1.2, -1.5], [-3.3, 1.5, 0.2], [0.0, -1.9, 2.1], [0.2, 1.5, -1.6], [-0.1, 0.4, -0.6], [0.1, -2.3, 0.1], [-0.3, 0.5, -0.6], [0.2, 1.7, 0.5], [-0.9, 0.7, -0.1], [1.7, -2.0, 0.3], [-0.8, 1.2, -0.5], [-1.6, -3.7, 0.6], [1.3, 1.9, -1.1], [0.4, 1.2, 0.7], [-0.7, 3.5, 1.7], [0.3, -2.7, 0.9], [0.1, -1.7, -2.1], [1.5, -2.2, -2.3], [0.5, -0.3, -0.7], [-1.9, 2.2, 2.6], [-1.8, 0.9, -2.0], [0.2, -0.6, 1.6], [2.0, -0.1, -0.3], [2.6, 1.7, 0.1], [-2.0, -1.1, 0.3], [-0.6, -0.4, -0.3], [0.1, -0.8, 2.2], [-0.4, 0.3, -2.1], [0.3, 0.4, -0.2]], "nbo_charge": [-0.5830, -0.2324, -0.5988, -0.3820, -0.5587, 0.8177, -0.6236, -0.7687, 0.2044, 0.1968, 0.2059, 0.1789, 0.2226, 0.1757, 0.2127, 0.2098, 0.2170, 0.2861, 0.2436, 0.5306, -1.0059, 0.4728, 0.5007, -0.9861, 0.5031, 0.5010, -0.9797, 0.4932, 0.5107, -0.9335, 0.4618, 0.4721, -1.0088, 0.4903, 0.5082, -0.9289, 0.4723, 0.4759, -0.9802, 0.4852, 0.4734, -0.9730, 0.4675, 0.4916, -0.9648, 0.5026, 0.5129, -0.9637, 0.5003, 0.4711, -1.0149, 0.5156, 0.5027]}

***

No. 3
{"formula": "C50H78Cl5N6O2PSi4TeTi", "method": "ωB97M-V/def2-TZVPD", "homo_energy_ha": [-0.3454, -0.3546], "lumo_ev": [-3.09, -3.51], "charge": 1, "homo_lumo_gap_ev": [6.3, 6.1], "e_tot_ha": -7348.836806, "multiplicity": 2, "relative_energy_kj_mol": 88.2, "elements": ["Ti", "N", "C", "N", "C", "N", "N", "C", "C", "C", "C", "C", "C", "N", "C", "C", "C", "C", "C", "C", "H", "H", "H", "H", "H", "H", "H", "H", "H", "H", "H", "Cl", "C", "C", "Cl", "C", "Cl", "C", "O", "C", "Cl", "C", "Cl", "C", "C", "C", "C", "C", "C", "P", "C", "C", "C", "C", "C", "C", "C", "C", "C", "C", "C", "C", "H", "H", "H", "H", "H", "H", "H", "H", "H", "H", "H", "H", "H", "H", "H", "H", "H", "H", "H", "H", "H", "H", "H", "H", "H", "H", "H", "H", "H", "H", "H", "H", "H", "C", "N", "C", "C", "O", "H", "H", "H", "H", "H", "H", "H", "C", "Si", "C", "C", "Si", "Te", "Si", "C", "C", "C", "Si", "C", "C", "C", "H", "H", "H", "H", "H", "H", "H", "H", "H", "H", "H", "H", "H", "H", "H", "H", "H", "H", "H", "H", "H", "H", "H", "H", "H", "H", "H"], "coordinates": [[0.3806, -0.0449, -0.0871], [-3.2311, -0.4086, 4.4403], [-2.7343, 0.4260, 3.5045], [-2.2514, 0.0669, 2.3669], [-2.2234, -1.2843, 2.0599], [-1.8915, -1.7214, 0.8913], [-1.4025, -0.8227, -0.0186], [-1.9134, -0.9159, -1.2305], [-1.4657, 0.0263, -2.1907], [-2.0403, 0.1702, -3.4612], [-1.6031, 1.1735, -4.2907], [-0.5863, 2.0221, -3.8481], [-0.0576, 1.8186, -2.5935], [-0.4790, 0.8636, -1.7631], [-2.6278, -2.2639, 3.0645], [-2.5183, -3.6417, 2.8716], [-2.9914, -4.5135, 3.8297], [-3.5972, -4.0262, 4.9863], [-3.6959, -2.6661, 5.2046], [-3.1926, -1.7863, 4.2520], [-3.6196, -0.0389, 5.2921], [-2.7576, 1.4842, 3.7513], [-2.7083, -1.6211, -1.4395], [-2.8203, -0.5171, -3.7598], [-2.0366, 1.3084, -5.2722], [-0.2087, 2.8208, -4.4701], [0.7330, 2.4531, -2.2190], [-2.0612, -4.0045, 1.9608], [-2.9005, -5.5808, 3.6787], [-3.9935, -4.7103, 5.7243], [-4.1629, -2.2793, 6.1023], [5.1907, 1.8026, -5.1464], [4.0625, 1.0440, -4.0971], [3.8820, 1.5204, -2.8002], [4.7543, 2.8854, -2.2316], [2.9740, 0.8871, -1.9711], [2.6285, 1.4285, -0.3675], [2.2106, -0.2172, -2.3746], [1.4026, -0.8000, -1.5360], [2.3815, -0.6566, -3.6968], [1.3898, -1.9528, -4.2335], [3.3000, -0.0422, -4.5396], [3.4937, -0.6174, -6.1422], [1.1949, 7.1383, -1.0492], [-0.0777, 6.5091, -1.6529], [-0.1458, 5.0061, -1.3565], [0.2915, 4.7610, 0.0904], [1.8053, 5.0447, 0.2051], [2.2716, 6.0762, -0.8363], [-0.1943, 3.0665, 0.7442], [-2.0643, 3.2167, 0.9681], [-2.8034, 2.5433, -0.1973], [-4.3115, 2.7019, -0.0231], [-4.7325, 4.1767, -0.1568], [-3.5724, 5.1289, 0.1610], [-2.6980, 4.5917, 1.2939], [0.2994, 3.1563, 2.5573], [1.7927, 2.9219, 2.8129], [2.0117, 2.5060, 4.2768], [1.0212, 3.1989, 5.2278], [0.6246, 4.5580, 4.6621], [-0.1617, 4.3934, 3.3472], [0.9664, 7.5994, -0.0844], [1.5661, 7.9293, -1.7012], [-0.0960, 6.6590, -2.7346], [-0.9629, 7.0051, -1.2474], [0.5276, 4.4821, -2.0368], [-1.1529, 4.6312, -1.5480], [-0.2433, 5.4875, 0.7057], [2.3865, 4.1293, 0.0846], [2.0155, 5.4400, 1.2009], [2.4925, 5.5868, -1.7885], [3.1984, 6.5379, -0.4926], [-2.2136, 2.5546, 1.8277], [-2.5402, 1.4865, -0.2018], [-2.5064, 2.9648, -1.1637], [-4.5876, 2.3147, 0.9628], [-4.8398, 2.0954, -0.7615], [-5.5709, 4.3770, 0.5134], [-5.0866, 4.3735, -1.1706], [-3.9701, 6.1030, 0.4506], [-2.9616, 5.2883, -0.7304], [-3.3259, 4.4833, 2.1839], [-1.9477, 5.3397, 1.5415], [-0.2139, 2.2670, 2.9483], [2.3519, 3.8334, 2.6034], [2.1747, 2.1341, 2.1618], [3.0357, 2.7559, 4.5649], [1.9059, 1.4234, 4.3610], [1.4688, 3.3099, 6.2162], [0.1210, 2.5866, 5.3490], [1.5322, 5.1414, 4.4872], [0.0191, 5.1157, 5.3781], [-0.0260, 5.3031, 2.7590], [-1.2259, 4.3031, 3.5750], [3.6483, -0.6954, 2.2179], [2.4209, -0.6794, 2.9955], [2.5785, -1.1450, 4.3579], [1.2037, -0.9515, 2.3572], [0.7585, 0.0908, 1.5740], [4.2807, -1.5289, 2.5395], [3.4180, -0.8225, 1.1625], [4.2044, 0.2377, 2.3417], [2.9137, -2.1854, 4.4068], [1.6337, -1.0513, 4.8937], [3.3173, -0.5176, 4.8587], [0.4696, -1.2214, 3.1193], [2.4949, -7.5618, 2.4808], [1.5049, -6.0164, 2.0157], [1.0117, -5.1772, 3.6453], [-0.0483, -6.5355, 1.0639], [2.8099, -4.5289, 0.6788], [1.0456, -2.6127, 0.8076], [3.0797, -5.0381, -1.6350], [3.9778, -3.5858, -2.4521], [4.1588, -6.5776, -1.8644], [1.4383, -5.3827, -2.5069], [4.9995, -4.4230, 1.6274], [6.1937, -3.1071, 0.9671], [4.8161, -4.2972, 3.5151], [5.8070, -6.0997, 1.2768], [1.8947, -8.2395, 3.0914], [3.3885, -7.3004, 3.0508], [2.8147, -8.1140, 1.5942], [0.2842, -5.7731, 4.2005], [0.5670, -4.1970, 3.4605], [1.8853, -5.0399, 4.2864], [-0.7933, -6.9850, 1.7237], [0.1972, -7.2698, 0.2940], [-0.5055, -5.6757, 0.5680], [4.9792, -3.4641, -2.0338], [3.4385, -2.6473, -2.3064], [4.0852, -3.7454, -3.5273], [5.2115, -6.3642, -1.6777], [4.0697, -6.9446, -2.8886], [3.8638, -7.3909, -1.1977], [0.7596, -4.5288, -2.4483], [0.9325, -6.2420, -2.0614], [1.6084, -5.6032, -3.5627], [5.8644, -2.0835, 1.1447], [6.3215, -3.2250, -0.1111], [7.1774, -3.2280, 1.4253], [3.8658, -3.8372, 3.7821], [5.6136, -3.7176, 3.9838], [4.8286, -5.2936, 3.9614], [6.2603, -6.1315, 0.2855], [5.0792, -6.9123, 1.3285], [6.5914, -6.3111, 2.0061]], "forces_ev_per_a": [[0.7, 0.6, -2.7], [0.0, 0.1, -0.1], [-0.1, -0.1, 0.1], [0.1, 0.0, -0.1], [0.0, 0.3, -0.3], [-0.4, -0.3, 0.3], [-1.6, -0.6, -0.9], [-0.3, -0.3, 1.1], [0.4, 1.1, -0.9], [0.0, -0.4, 0.5], [0.3, 0.3, -0.1], [-0.2, -0.2, -0.2], [0.1, 0.1, 0.2], [-0.9, 0.3, -1.2], [-0.2, 0.1, 0.2], [0.0, -0.1, 0.0], [0.1, -0.1, -0.1], [0.0, 0.2, 0.1], [0.0, 0.0, 0.1], [0.1, -0.2, -0.2], [0.0, 0.1, 0.0], [0.0, 0.0, 0.0], [0.0, -0.1, 0.0], [0.0, 0.0, 0.0], [0.0, 0.0, 0.0], [0.0, 0.0, 0.0], [0.0, 0.0, 0.0], [0.0, 0.0, 0.0], [0.0, 0.0, 0.0], [0.0, 0.0, 0.0], [0.0, 0.0, 0.0], [0.0, 0.0, 0.0], [0.0, 0.0, 0.0], [0.0, 0.0, -0.1], [0.0, 0.0, 0.0], [-0.1, -0.2, -0.1], [0.6, 0.3, -0.1], [0.2, 0.0, -0.2], [0.5, -0.2, -1.0], [-0.1, 0.1, 0.1], [-0.1, 0.0, 0.0], [0.0, 0.0, 0.1], [0.0, 0.0, -0.1], [0.0, -0.1, -0.1], [0.1, 0.0, 0.0], [-0.1, 0.1, 0.1], [0.0, -0.5, -0.1], [0.0, 0.1, -0.1], [-0.1, 0.1, 0.1], [-0.4, 0.7, 0.6], [0.2, -0.1, -0.2], [-0.2, -0.1, 0.2], [0.1, 0.1, -0.1], [0.1, 0.0, 0.0], [-0.1, -0.1, 0.1], [0.0, 0.1, -0.1], [0.1, -0.1, -0.3], [-0.1, -0.1, 0.1], [-0.1, 0.0, 0.0], [0.1, 0.1, -0.1], [-0.1, -0.1, 0.0], [0.1, -0.1, 0.1], [0.0, 0.0, 0.0], [0.0, 0.1, 0.1], [0.0, 0.0, 0.0], [0.0, 0.0, 0.0], [0.0, -0.1, 0.0], [0.0, 0.0, 0.0], [0.0, 0.0, 0.0], [0.0, 0.0, 0.1], [0.0, -0.1, 0.0], [0.1, 0.0, 0.0], [0.0, 0.0, -0.1], [0.0, 0.0, -0.1], [0.0, 0.0, 0.0], [0.1, 0.0, 0.0], [0.0, 0.0, 0.0], [0.0, 0.0, 0.1], [0.0, 0.0, 0.0], [0.0, 0.0, 0.0], [0.1, 0.0, -0.1], [0.0, 0.0, 0.0], [0.0, 0.0, 0.0], [0.0, 0.0, 0.1], [0.0, 0.0, 0.0], [0.0, 0.0, -0.1], [0.1, 0.0, 0.0], [0.0, 0.0, 0.0], [0.0, 0.0, 0.0], [-0.1, 0.0, 0.0], [0.0, 0.0, 0.0], [0.0, 0.0, 0.0], [0.0, 0.1, 0.0], [-0.1, 0.0, 0.0], [0.0, 0.1, 0.0], [-0.1, 0.1, 0.1], [-0.2, -0.2, -0.2], [-0.1, 0.0, -0.1], [0.7, -0.1, 0.9], [0.5, 0.5, 3.8], [0.0, 0.0, 0.0], [0.0, 0.0, 0.0], [0.0, 0.0, 0.0], [0.0, 0.0, 0.1], [0.0, 0.0, 0.0], [0.0, 0.0, 0.0], [-0.1, 0.0, -0.2], [0.0, 0.2, -0.2], [-0.1, -0.3, 0.2], [0.2, 0.1, -0.3], [0.2, 0.2, 0.0], [0.2, 0.1, 0.1], [0.4, -1.5, 0.6], [0.0, 0.0, -0.5], [-0.2, -0.1, 0.2], [-0.1, 0.1, 0.3], [0.1, 0.2, 0.3], [0.4, 0.0, 0.3], [-0.4, -0.1, -0.1], [-0.1, 0.1, -0.2], [-0.3, 0.1, -0.2], [-0.1, 0.0, 0.0], [0.0, 0.0, 0.0], [0.0, 0.0, 0.0], [0.0, -0.1, -0.1], [0.0, 0.0, 0.0], [0.0, 0.0, 0.0], [0.0, 0.0, 0.1], [0.0, 0.0, 0.0], [0.0, 0.0, 0.0], [0.0, 0.0, 0.0], [0.0, -0.1, 0.1], [0.0, -0.1, 0.0], [0.0, 0.0, 0.0], [-0.1, 0.1, 0.0], [0.0, 0.0, 0.0], [0.0, 0.0, 0.0], [0.0, 0.0, 0.0], [0.1, 0.0, 0.0], [0.0, 0.0, 0.0], [0.0, 0.0, 0.0], [0.0, -0.1, 0.1], [0.0, 0.0, 0.1], [0.0, 0.0, -0.1], [0.0, 0.0, 0.0], [0.0, 0.0, 0.0], [0.0, 0.0, 0.0], [0.0, 0.1, 0.1]], "lowdin_charge": [0.6438, 0.1266, -0.1380, 0.1615, -0.2897, 0.0344, -0.1598, -0.0351, -0.2583, 0.0116, -0.0251, -0.0118, -0.1291, -0.0067, -0.0834, -0.0084, -0.0591, -0.0531, -0.0084, -0.1742, 0.1580, 0.1335, 0.1475, 0.1259, 0.1202, 0.1206, 0.0911, 0.1022, 0.1101, 0.1142, 0.1183, 0.6997, -0.7076, -0.6920, 0.7235, -0.5521, 0.8519, -0.4871, -0.3515, -0.6171, 0.7598, -0.6917, 0.7161, -0.1862, -0.1767, -0.2172, -0.4241, -0.2005, -0.1951, 1.1300, -0.4105, -0.2319, -0.1825, -0.1835, -0.1919, -0.1873, -0.4286, -0.2134, -0.1761, -0.1946, -0.1868, -0.1873, 0.1134, 0.1090, 0.1112, 0.1074, 0.0920, 0.0842, 0.0845, 0.0621, 0.1051, 0.1041, 0.1135, 0.0623, 0.0700, 0.1023, 0.1090, 0.1077, 0.1079, 0.1082, 0.1147, 0.0915, 0.1171, 0.0788, 0.0896, 0.1002, 0.0505, 0.1159, 0.0802, 0.1092, 0.1053, 0.1155, 0.1109, 0.0977, 0.1030, -0.0822, -0.2436, -0.0631, -0.6037, -0.3875, 0.0628, 0.0420, 0.0967, 0.0660, 0.0923, 0.0975, 0.0951, -0.2162, 0.3373, -0.2199, -0.2192, 0.2563, 1.1414, 0.3646, -0.2049, -0.2075, -0.2163, 0.3858, -0.2015, -0.2151, -0.2091, 0.0347, 0.0153, 0.0247, 0.0317, -0.0185, 0.0176, 0.0276, 0.0248, 0.0046, 0.0182, -0.0040, 0.0406, 0.0152, 0.0362, 0.0253, 0.0094, 0.0194, 0.0348, 0.0070, 0.0156, 0.0390, -0.0257, 0.0376, 0.0303, 0.0187, 0.0105, 0.0405]}

***

No. 4
{"formula": "C3H5N5", "method": "ωB97M-V/def2-TZVPD", "homo_energy_ha": -0.3442, "lumo_ev": -0.72, "charge": 0, "homo_lumo_gap_ev": 8.6, "e_tot_ha": -391.046848, "multiplicity": 1, "relative_energy_kj_mol": 187.9, "elements": ["H", "N", "C", "C", "N", "C", "N", "N", "N", "H", "H", "H", "H"], "coordinates": [[-1.5938, 1.1801, 2.7441], [-1.4346, 1.4740, 1.7790], [-0.7115, 0.6234, 1.2010], [0.0288, -0.6014, 1.7456], [0.7291, -1.1541, 0.8344], [0.4138, -0.3635, -0.2851], [0.8944, -0.6750, -1.5118], [0.4799, 0.1048, -2.6032], [-0.3724, 0.6954, -0.1256], [-0.0162, -0.9199, 2.7632], [1.2924, -1.5663, -1.7770], [0.8153, 1.0565, -2.3554], [-0.5253, 0.1460, -2.4093]], "forces_ev_per_a": [[0.1, 0.2, 0.0], [-0.6, 0.0, 0.9], [0.7, -0.4, 0.0], [-0.4, 0.6, -0.2], [-0.2, -0.3, 0.5], [-0.5, 1.2, -1.9], [0.4, -0.4, 0.8], [-0.3, 0.7, 0.8], [1.1, -1.4, -0.7], [0.1, -0.3, 0.5], [0.0, 0.2, 0.6], [-0.4, -0.6, -0.5], [0.0, 0.5, -0.7]], "nbo_charge": [0.3317, -0.5549, 0.3160, 0.0962, -0.4296, 0.5312, -0.4125, -0.6161, -0.5900, 0.1992, 0.4083, 0.3606, 0.3599]}

***

Among the records above, which one has the highest multiplicity? C50H78Cl5N6O2PSi4TeTi

***

multiplicity of number 2 (C6H34O13)? 1